No. 1
146
Properties=species:S:1:pos:R:3 method="wB97M-V/def2-TZVPD" e_lumo_ev=2.0 homo_energy_ev=-4.83 multiplicity=1 total_charge=-1 gap_ev=6.86 e_above_lowest_kcal_mol=23.89
Ca 0.8538 -0.2015 0.3930
O -1.1070 0.9088 0.8382
C -1.4854 0.3233 -0.2177
O -0.7116 -0.0336 -1.1604
C -2.9868 0.0420 -0.3131
C -3.8696 1.1340 -0.0862
C -5.2079 0.9238 -0.1344
C -5.7014 -0.3819 -0.3843
C -7.0850 -0.6932 -0.4414
C -7.4985 -1.9753 -0.6737
C -6.5438 -3.0065 -0.8594
C -5.2067 -2.7299 -0.8142
C -4.7508 -1.4058 -0.5799
N -3.3980 -1.1726 -0.5568
H -3.4489 2.1090 0.1304
H -5.9107 1.7353 0.0257
H -7.8086 0.1046 -0.2964
H -8.5558 -2.2075 -0.7188
H -6.8851 -4.0217 -1.0378
H -4.4555 -3.5030 -0.9527
C 0.6331 0.5048 5.0243
C 0.9688 0.5855 3.6659
N 0.5952 -0.3238 2.7846
C -0.1572 -1.3744 3.2057
C -0.4715 -1.5724 4.5549
C -0.0707 -0.5812 5.4657
C -1.1632 -2.7644 4.9691
C -1.5210 -3.6971 4.0696
C -1.2616 -3.5045 2.6672
C -1.6259 -4.4524 1.6938
C -1.3846 -4.2021 0.3741
C -0.8055 -2.9803 0.0178
N -0.4295 -2.0796 0.9101
C -0.6289 -2.3390 2.2259
H 0.9466 1.2879 5.7035
H 1.5963 1.3861 3.2832
H -0.3167 -0.6979 6.5171
H -1.3709 -2.9032 6.0274
H -2.0164 -4.6104 4.3860
H -2.0971 -5.3795 2.0094
H -1.6421 -4.9192 -0.3965
H -0.6350 -2.7271 -1.0259
C 9.3260 -1.9229 4.6909
C 8.5925 -2.3953 3.4561
C 9.0085 -2.0208 2.1853
C 8.3495 -2.4616 1.0398
C 8.7817 -1.9748 -0.3237
C 7.2588 -3.3298 1.1748
C 6.8039 -3.6961 2.4489
C 5.5811 -4.5766 2.6095
C 7.4782 -3.2188 3.5687
C 6.6451 -3.9782 -0.0383
C 7.3469 -5.0840 -0.5288
C 6.8530 -5.8378 -1.5817
C 5.6271 -5.5036 -2.1357
C 4.8959 -4.4104 -1.6663
C 5.4124 -3.6063 -0.6163
Ge 4.3020 -2.0857 0.0552
S 2.4139 -2.7610 0.7718
S 4.2231 -0.4660 -1.5260
Ge 4.4265 0.9658 0.2004
S 2.5236 1.8501 0.7163
S 5.2400 -0.6553 1.5523
C 5.6686 2.5342 -0.1222
C 6.2125 3.2836 0.9625
C 6.9417 4.4491 0.7201
C 7.1708 4.8998 -0.5680
C 6.6555 4.1853 -1.6337
C 5.9007 3.0267 -1.4351
C 5.3720 2.3900 -2.6922
C 6.1711 1.4834 -3.3972
C 7.5324 1.0757 -2.8807
C 5.6950 0.9306 -4.5834
C 4.4374 1.2456 -5.0784
C 3.9010 0.5873 -6.3293
C 3.6701 2.1749 -4.3825
C 4.1203 2.7695 -3.2061
C 3.2588 3.8017 -2.5140
C 6.0973 2.8607 2.4006
C 7.0749 2.0057 2.9294
C 8.2933 1.6179 2.1215
C 6.9188 1.5159 4.2255
C 5.8412 1.8889 5.0155
C 5.6292 1.2791 6.3818
C 4.9559 2.8427 4.5169
C 5.0775 3.3606 3.2303
C 4.1374 4.4495 2.7652
C 3.5553 -4.1835 -2.3259
C 2.4245 -4.8346 -1.8047
C 2.5278 -5.7296 -0.5935
C 1.1869 -4.6259 -2.4055
C 1.0394 -3.8074 -3.5199
C -0.3237 -3.5495 -4.1276
C 2.1807 -3.2383 -4.0685
C 3.4440 -3.4282 -3.5045
C 4.6562 -2.8447 -4.2032
H 10.1222 -1.2214 4.4331
H 9.7793 -2.7658 5.2210
H 8.6483 -1.4235 5.3920
H 9.8508 -1.3366 2.0796
H 9.5482 -1.1996 -0.2360
H 7.9270 -1.5542 -0.8644
H 9.1805 -2.7887 -0.9364
H 5.6862 -5.5103 2.0482
H 4.6783 -4.0804 2.2341
H 5.4139 -4.8178 3.6618
H 7.1158 -3.4932 4.5604
H 8.2876 -5.3533 -0.0535
H 7.4114 -6.6894 -1.9574
H 5.2097 -6.0958 -2.9450
H 7.3489 4.9936 1.5696
H 7.7522 5.8006 -0.7402
H 6.8209 4.5284 -2.6522
H 7.5538 1.0382 -1.7899
H 8.3039 1.7857 -3.2000
H 7.8031 0.0894 -3.2618
H 6.3104 0.1999 -5.1091
H 4.6794 0.0180 -6.8416
H 3.5033 1.3288 -7.0269
H 3.0863 -0.1030 -6.0846
H 2.6850 2.4468 -4.7647
H 2.5222 4.2124 -3.2101
H 3.8583 4.6232 -2.1136
H 2.7251 3.3592 -1.6706
H 8.5999 2.4167 1.4446
H 8.0856 0.7294 1.5202
H 9.1312 1.3800 2.7856
H 7.6542 0.8092 4.6130
H 6.5589 0.8669 6.7813
H 4.9022 0.4607 6.3258
H 5.2450 2.0161 7.0923
H 4.1465 3.2036 5.1535
H 3.6378 4.9122 3.6212
H 3.3777 4.0378 2.0982
H 4.6691 5.2279 2.2120
H 3.2687 -6.5218 -0.7407
H 1.5612 -6.1922 -0.3744
H 2.8325 -5.1393 0.2790
H 0.3090 -5.1120 -1.9803
H -1.0610 -4.2709 -3.7617
H -0.2920 -3.6212 -5.2175
H -0.6848 -2.5450 -3.8772
H 2.0948 -2.6341 -4.9735
H 4.4337 -2.6534 -5.2559
H 5.5142 -3.5181 -4.1468
H 4.9609 -1.8999 -3.7566

***

No. 2
92
Properties=species:S:1:pos:R:3 method="wB97M-V/def2-TZVPD" e_lumo_ev="-10.1 / -9.1" homo_energy_ev="-16.08 / -16.08" multiplicity=2 total_charge=+3 gap_ev="5.93 / 7.02"
Fe -1.4096 1.0244 -1.1267
Se -2.6063 3.0796 -2.1045
Se -3.6940 1.1273 -2.8462
C -2.1200 0.4743 -3.7352
C -2.1961 0.0426 -5.0411
C -1.0544 -0.5029 -5.6189
C 0.1031 -0.5761 -4.8658
C 0.0940 -0.1053 -3.5630
N -0.9994 0.4163 -2.9983
C -3.1122 2.8729 -0.2643
C -3.9751 3.6902 0.4248
C -4.1717 3.4049 1.7764
C -3.5036 2.3374 2.3516
C -2.6509 1.5661 1.5753
N -2.4689 1.8426 0.2844
H -3.1215 0.1338 -5.5929
H -1.0776 -0.8552 -6.6417
H 1.0149 -0.9897 -5.2735
H 0.9798 -0.1586 -2.9515
H -4.4764 4.5123 -0.0674
H -4.8460 4.0139 2.3644
H -3.6376 2.0927 3.3958
H -2.0982 0.7256 1.9731
C 0.8401 5.4708 -3.7424
C 1.2173 4.1735 -4.0626
C 1.1630 3.1757 -3.1020
C 0.7233 3.4661 -1.8091
C 0.3721 4.7790 -1.4863
C 0.4306 5.7739 -2.4503
P 0.5821 2.1083 -0.6237
C 2.0861 1.1409 -0.8266
C 2.1179 -0.2487 -0.8509
C 3.3219 -0.9137 -1.0465
C 4.4963 -0.1923 -1.1991
C 4.4746 1.1981 -1.1619
C 3.2753 1.8649 -0.9842
C 0.5813 2.7671 1.0599
C -0.4031 3.6527 1.5135
C -0.3372 4.1885 2.7864
C 0.7052 3.8400 3.6378
C 1.6727 2.9461 3.2091
C 1.6140 2.4096 1.9309
H 0.8926 6.2505 -4.4903
H 1.5750 3.9425 -5.0572
H 1.5024 2.1822 -3.3584
H 0.0927 5.0517 -0.4782
H 0.1753 6.7916 -2.1873
H 1.2015 -0.8175 -0.7361
H 3.3385 -1.9941 -1.0825
H 5.4334 -0.7111 -1.3530
H 5.3901 1.7616 -1.2812
H 3.2642 2.9486 -0.9778
H -1.2324 3.9405 0.8816
H -1.0954 4.8870 3.1152
H 0.7599 4.2660 4.6307
H 2.4888 2.6759 3.8657
H 2.3889 1.7272 1.6146
S -1.6865 -1.0005 -0.2855
Sb -0.4788 -2.6392 0.9460
C 0.1618 -1.9210 2.7869
C -0.4484 -2.4230 3.9344
C 0.0162 -2.0215 5.1796
C 1.0813 -1.1363 5.2705
C 1.6894 -0.6440 4.1216
C 1.2314 -1.0312 2.8724
C -1.9977 -4.0248 1.1968
C -3.2161 -3.6420 1.7565
C -4.1951 -4.6007 1.9579
C -3.9569 -5.9232 1.6003
C -2.7435 -6.2969 1.0409
C -1.7523 -5.3474 0.8355
C 1.0944 -3.5545 -0.0530
C 0.9571 -3.9316 -1.3878
C 1.9721 -4.6590 -1.9905
C 3.1051 -5.0074 -1.2620
C 3.2344 -4.6293 0.0677
C 2.2265 -3.8971 0.6821
H -1.2662 -3.1311 3.8691
H -0.4457 -2.4115 6.0765
H 1.4492 -0.8385 6.2434
H 2.5347 0.0271 4.2047
H 1.7234 -0.6648 1.9777
H -3.4072 -2.6109 2.0309
H -5.1445 -4.3207 2.3939
H -4.7245 -6.6680 1.7624
H -2.5654 -7.3280 0.7675
H -0.8032 -5.6461 0.4066
H 0.0668 -3.6748 -1.9518
H 1.8762 -4.9687 -3.0226
H 3.8877 -5.5869 -1.7335
H 4.1140 -4.9109 0.6309
H 2.3290 -3.6080 1.7217

***

No. 3
46
Properties=species:S:1:pos:R:3 method="wB97M-V/def2-TZVPD" e_lumo_ev=-3.2 homo_energy_ev=-12.41 multiplicity=1 total_charge=+1 gap_ev=9.19 e_above_lowest_kcal_mol=7.63
Ca -0.1872 -0.7994 1.0598
C 4.0074 -0.6154 1.5057
P 2.5293 -0.6133 0.4424
C 2.8515 -2.0189 -0.6925
C 2.7671 0.8761 -0.6056
C 3.9538 0.9761 -1.3374
C 4.2296 2.0867 -2.1136
C 3.3161 3.1353 -2.1672
C 2.1341 3.0476 -1.4524
C 1.8333 1.9244 -0.6729
P 0.2203 1.8825 0.2159
C 0.2622 3.3796 1.2523
C -1.0101 2.3304 -1.0685
H 4.9137 -0.5696 0.9049
H 4.0289 -1.5288 2.1006
H 3.9866 0.2359 2.1834
H 3.8364 -1.9480 -1.1511
H 2.0991 -2.0560 -1.4750
H 2.7776 -2.9535 -0.1377
H 4.6802 0.1699 -1.2984
H 5.1559 2.1373 -2.6748
H 3.5249 4.0146 -2.7662
H 1.4326 3.8723 -1.5076
H 0.4070 4.2704 0.6412
H 1.0800 3.3090 1.9685
H -0.6715 3.4834 1.8075
H -0.6594 3.1383 -1.7048
H -1.9349 2.6500 -0.5839
H -1.2441 1.4749 -1.6969
C -4.1431 0.7646 0.9989
C -3.7030 -0.6499 0.8367
N -2.4535 -1.0886 0.7998
C -2.5400 -2.4945 0.6099
C -3.8521 -2.8511 0.5478
N -4.5443 -1.6809 0.6871
C -4.7028 -4.0810 0.3911
O -4.1219 -5.2570 0.3601
O -5.8922 -3.9074 0.2998
C -1.3096 -3.3564 0.4387
O -1.4309 -4.5656 0.3941
O -0.1768 -2.6999 0.3669
H -3.3731 1.3345 1.5115
H -5.0599 0.8295 1.5833
H -4.3259 1.2286 0.0296
H -5.5571 -1.6655 0.6741
H -3.1344 -5.1512 0.4949

***

No. 4
72
Properties=species:S:1:pos:R:3 method="wB97M-V/def2-TZVPD" e_lumo_ev=0.0 homo_energy_ev=-6.29 multiplicity=1 gap_ev=6.24 e_above_lowest_kcal_mol=0.00
Pb 0.3976 0.0181 -0.1137
C -1.6037 1.6808 -4.0669
C -2.9518 1.6743 -3.7481
C -3.3437 1.2872 -2.4785
C -2.4066 0.8859 -1.5196
C -1.0226 0.8756 -1.8285
C -0.6718 1.2921 -3.1128
C -2.9026 0.5622 -0.1485
C -4.2622 0.2208 0.1063
C -4.6781 0.0026 1.3812
C -3.7517 0.0668 2.4495
C -4.0950 -0.1870 3.7964
C -3.1398 -0.1438 4.7720
C -1.8003 0.1578 4.4401
C -1.4425 0.4157 3.1466
C -2.4139 0.3734 2.1168
N -2.0353 0.6310 0.8357
H -1.2784 2.0013 -5.0497
H -3.6928 1.9847 -4.4740
H -4.3959 1.3415 -2.2276
H 0.3770 1.3573 -3.3853
H -4.9635 0.1279 -0.7100
H -5.7170 -0.2232 1.5946
H -5.1242 -0.4265 4.0399
H -3.4028 -0.3372 5.8041
H -1.0516 0.1849 5.2217
H -0.4202 0.6524 2.8804
C 2.6037 -1.9530 -3.9417
C 1.8719 -1.2680 -2.9666
N 1.3734 -1.8299 -1.8854
C 1.5833 -3.1587 -1.6984
C 2.3385 -3.9228 -2.6107
C 2.8422 -3.2847 -3.7557
C 2.6031 -5.3104 -2.3616
C 2.1572 -5.9107 -1.2424
C 1.3691 -5.1808 -0.2949
C 0.8819 -5.7728 0.8824
C 0.0956 -5.0427 1.7330
C -0.2242 -3.7253 1.3756
N 0.2306 -3.1457 0.2894
C 1.0414 -3.8310 -0.5293
H 2.9789 -1.4236 -4.8068
H 1.7032 -0.2030 -3.0642
H 3.4218 -3.8552 -4.4720
H 3.1843 -5.8615 -3.0919
H 2.3759 -6.9537 -1.0450
H 1.1358 -6.8037 1.0997
H -0.2826 -5.4651 2.6543
H -0.8798 -3.1220 1.9977
S 2.2106 4.5250 1.3597
C 0.5461 4.9066 1.0706
C -0.1054 6.1191 1.2655
C -1.4432 6.2005 0.9251
C -2.1071 5.0890 0.3989
C -1.4582 3.8832 0.2174
C -0.1117 3.7776 0.5627
N 0.6908 2.6495 0.4455
C 1.9158 2.8858 0.7954
C 2.9967 1.8934 0.7318
C 4.2252 2.1615 1.3490
C 5.2296 1.2131 1.3334
C 4.9963 -0.0097 0.7115
C 3.7735 -0.2606 0.1063
C 2.7395 0.6798 0.0711
H 0.4256 6.9708 1.6711
H -1.9744 7.1341 1.0594
H -3.1509 5.1743 0.1226
H -1.9709 3.0309 -0.2023
H 4.3856 3.1082 1.8550
H 6.1790 1.4162 1.8124
H 5.7729 -0.7665 0.7098
H 3.6229 -1.2341 -0.3591

***

No. 5
24
Properties=species:S:1:pos:R:3 method="wB97M-V/def2-TZVPD" e_lumo_ev=-3.4 homo_energy_ev=-12.59 multiplicity=1 total_charge=+1 gap_ev=9.16 e_above_lowest_kcal_mol=32.92
C 2.1486 0.1367 1.5447
C 2.0134 -0.2637 0.1180
C 2.2623 0.4381 -0.9684
N 1.5043 -1.6704 -0.0685
H 2.5078 1.1614 1.5915
H 1.1877 0.1129 2.0694
H 2.8349 -0.5249 2.0782
H 2.1111 0.0137 -1.9531
H 2.6518 1.4374 -0.8672
H 0.4918 -1.6084 -0.2280
H 1.6869 -2.2211 0.7713
H 1.9491 -2.1078 -0.8757
C -2.8186 0.9403 0.8719
C -1.9397 0.5058 -0.2722
C -1.4375 1.3731 -1.1333
C -1.7004 -0.9629 -0.3912
H -3.8595 0.6542 0.6926
H -2.8035 2.0195 0.9888
H -2.5251 0.4422 1.7951
H -0.7453 1.0757 -1.9160
H -1.6636 2.4304 -1.1248
H -1.1420 -1.2397 -1.2879
H -2.6463 -1.5083 -0.4245
H -1.2092 -1.4030 0.4903

***

No. 6
10
Properties=species:S:1:pos:R:3 method="wB97M-V/def2-TZVPD" e_lumo_ev=-0.1 homo_energy_ev=-8.75 multiplicity=1 gap_ev=8.63 e_above_lowest_kcal_mol=0.00
C 1.9753 0.1324 0.0010
C 0.6820 -0.3426 0.1063
C -0.5374 0.3847 -0.0764
C -1.7994 -0.1881 0.0159
F -0.4635 1.7297 0.0722
Br -3.2543 1.0190 0.0024
Br -2.2015 -2.0243 -0.0458
H 2.9311 -0.4051 0.1614
H 2.2573 1.0366 -0.6645
H 0.4105 -1.3424 0.4275

***

No. 7
6
Properties=species:S:1:pos:R:3 method="wB97M-V/def2-TZVPD" e_lumo_ev="0.7 / -2.7" homo_energy_ev="-6.58 / -11.46" multiplicity=3 gap_ev="7.24 / 8.76" e_above_lowest_kcal_mol=143.66
C -1.7489 -0.2685 -0.0668
N -0.2883 0.2255 -0.5410
O -2.2845 -1.3044 -0.0419
O -2.0669 1.0076 0.1952
O -0.7879 1.5112 -0.1044
H 0.4913 -0.0702 0.0415

***

No. 8
17
Properties=species:S:1:pos:R:3 method="wB97M-V/def2-TZVPD" e_lumo_ev=1.1 homo_energy_ev=-8.33 smiles=C1[C@@H]2[C@H]3O[C@@H]3CN[C@@H]12 multiplicity=1 gap_ev=9.38 e_above_lowest_kcal_mol=145.09
C 1.6273 0.6241 1.3699
C 0.0885 0.6800 1.0612
C -1.1062 -0.2587 0.8602
O -2.4858 -0.1688 0.5489
C -1.5425 -0.0108 -0.5336
C -0.6062 -0.7294 -1.5190
N 0.8074 -0.1930 -1.1921
C 1.0280 -0.1806 0.2596
H 2.1722 1.5689 1.0955
H 2.0431 0.0566 2.2414
H -0.0741 1.5878 0.4781
H -0.7728 -1.2659 1.1075
H -1.4697 1.0397 -0.8061
H -0.8325 -0.4436 -2.5330
H -0.5984 -1.8474 -1.3766
H 0.8174 0.7677 -1.5007
H 0.9042 -1.2263 0.4389